{
  "formula": "C24H21N6O2S5W",
  "method": "the ωB97M-V functional and the def2-TZVPD basis",
  "orbital_gap_ev": [6.8, 6.8],
  "relative_energy_kj_mol": 78.12,
  "e_tot_ha": -3464.0697,
  "total_charge": 1,
  "elements": ["C", "C", "H", "C", "N", "O", "C", "C", "C", "C", "C", "H", "H", "C", "C", "W", "H", "H", "N", "H", "O", "S", "C", "S", "S", "N", "C", "N", "C", "H", "H", "H", "C", "H", "H", "C", "H", "H", "H", "H", "N", "H", "S", "C", "C", "C", "C", "H", "N", "S", "C", "C", "H", "H", "H", "C", "H", "C", "C"],
  "xyz": [[2.24204, 0.50151, -4.81980], [-1.62197, 1.15474, 2.60195], [2.61973, 1.09278, -1.49342], [-0.28219, -3.57887, -3.81585], [-2.42858, -2.68303, -0.66044], [-2.87952, -4.83888, -1.90901], [1.06872, -3.26468, -3.92502], [-0.91455, -3.23062, -2.64326], [-2.53374, 0.36825, 3.48745], [2.85912, 0.77250, -3.59787], [-1.98707, 2.47935, 2.04838], [3.93305, 0.89829, -3.56246], [-3.70327, 3.03220, 3.21455], [1.74215, -2.62746, -2.88961], [0.87013, 0.35031, -4.90293], [-0.51609, 0.74915, 0.65243], [1.51579, -1.82442, 4.75010], [2.84168, 0.41823, -5.71595], [-0.28435, 0.91764, 2.52887], [2.51659, -1.82502, 6.20235], [-3.47438, -2.68061, -2.97716], [-0.65048, -1.55376, 0.99341], [-3.04055, 3.30701, 2.40639], [-2.60613, -3.46416, -2.15803], [-2.62683, 0.62150, -0.64885], [-0.16703, 0.78713, -1.45437], [0.74590, 0.71757, -2.50266], [-1.19700, 2.78293, 0.99575], [-1.34462, 3.92880, 0.32604], [-3.97308, 5.18892, 2.00645], [3.73120, -0.00766, 2.89253], [-2.21177, -0.67083, 3.52837], [-1.42894, 0.61729, -1.87119], [-0.80953, -4.07829, -4.61745], [-3.55727, 0.39673, 3.11593], [-3.18549, 4.50280, 1.72484], [1.60562, -1.77679, -0.90628], [2.79354, -2.39934, -3.00313], [2.25250, 0.50520, 5.37549], [-0.67891, 4.08856, -0.51176], [2.90135, 0.14442, 3.44051], [3.93187, 0.01219, 5.22411], [1.85507, 0.78699, 1.06058], [1.78741, 0.45483, 2.79338], [1.08718, -2.27861, -1.71369], [0.13036, 0.46824, -3.73313], [2.12596, 0.88329, -2.43164], [0.38785, 0.15075, -5.85015], [0.62906, 0.56204, 3.42711], [-1.59953, 0.34145, -3.55096], [2.51768, -1.62940, 5.13026], [-2.31824, 4.83460, 0.68718], [1.60609, -3.52437, -4.82751], [-2.41545, 5.76762, 0.15249], [3.21364, -2.32458, 4.66057], [2.92221, -0.18731, 4.86815], [-2.51748, 0.77059, 4.50318], [-1.22251, -2.31840, -0.49996], [-0.25694, -2.58934, -1.60525]],
  "forces_ev_per_angstrom": [[-0.049, -0.013, -0.060], [-0.087, 0.079, -0.112], [-0.030, 0.009, 0.020], [-0.058, -0.018, 0.005], [0.003, -0.081, 0.093], [0.011, -0.045, -0.005], [0.061, 0.008, -0.003], [0.020, 0.009, 0.009], [0.030, -0.040, 0.005], [0.039, -0.012, 0.033], [-0.084, 0.347, -0.086], [-0.005, 0.006, 0.005], [-0.004, 0.002, 0.000], [0.062, -0.022, 0.022], [0.020, 0.028, 0.033], [0.207, -0.636, 0.517], [-0.016, 0.005, -0.014], [0.001, 0.001, 0.004], [-0.036, -0.204, -0.084], [0.009, 0.003, -0.004], [0.035, 0.121, 0.004], [-0.019, -0.205, -0.036], [0.044, -0.161, 0.090], [0.052, 0.081, 0.056], [-0.263, 0.083, -0.271], [-0.168, 0.343, -0.041], [0.088, 0.077, -0.143], [-0.070, 0.123, -0.102], [-0.063, -0.009, 0.027], [-0.005, -0.006, 0.003], [0.019, 0.027, -0.013], [0.001, 0.008, 0.003], [0.078, 0.101, 0.067], [-0.013, -0.005, 0.011], [0.002, 0.004, -0.010], [0.002, 0.039, -0.023], [0.026, -0.013, 0.012], [-0.001, 0.010, 0.007], [-0.017, -0.008, -0.022], [-0.008, 0.022, -0.003], [-0.039, -0.032, 0.081], [0.003, -0.019, -0.011], [0.243, -0.098, -0.061], [-0.109, 0.091, -0.079], [-0.065, -0.079, 0.015], [0.073, 0.025, 0.009], [-0.015, -0.011, -0.027], [-0.008, -0.002, 0.000], [0.201, 0.211, 0.181], [-0.045, -0.127, 0.042], [0.017, 0.011, 0.044], [0.017, -0.025, -0.007], [-0.006, -0.004, -0.002], [0.001, 0.002, 0.001], [-0.006, 0.000, -0.013], [0.022, 0.001, 0.014], [-0.002, 0.014, -0.003], [0.071, 0.002, -0.095], [-0.165, -0.018, -0.078]]
}